1.
Molecular formula: C23H26F24NO4
Method: DFT, wB97M-V/def2-TZVPD

```
78
C23H26F24NO4 (wB97M-V/def2-TZVPD)
C -1.276 5.581 0.943
C -0.925 4.439 1.521
C -0.598 2.893 1.884
C 0.673 2.557 0.894
C 0.096 1.278 0.081
C -1.514 1.644 0.077
N -1.864 2.137 1.483
O -3.029 2.856 1.573
C -4.145 2.072 1.010
C -5.588 2.532 1.647
H -1.623 6.431 0.231
H -0.166 2.718 2.934
H 1.662 2.347 1.441
H 0.654 3.408 0.096
H 0.103 0.309 0.702
H 0.356 1.222 -1.036
H -1.493 2.610 -0.582
H -2.081 0.732 -0.334
H -1.847 1.223 2.007
H -4.259 2.219 -0.142
H -4.011 0.959 1.281
H -6.342 1.694 1.400
H -5.486 2.727 2.788
H -5.891 3.503 1.075
C 3.702 -1.283 -4.281
C 3.464 -0.388 -3.050
C 3.146 -1.119 -1.748
F 2.034 -1.876 -1.828
F 2.922 -0.227 -0.744
F 2.506 0.526 -3.349
F 4.610 0.329 -2.851
O 2.587 -1.489 -5.162
C 1.664 -2.497 -4.796
C 0.279 -1.939 -4.438
F 0.343 -1.017 -3.451
F -0.545 -2.926 -3.999
F 2.197 -3.253 -3.814
F 1.553 -3.312 -5.872
H 4.435 -0.758 -4.903
H 4.191 -2.227 -4.021
H 3.975 -1.760 -1.438
H -0.185 -1.466 -5.307
C 1.339 -8.181 -4.118
C 0.686 -8.351 -2.733
C -0.706 -8.979 -2.725
F -1.607 -8.267 -3.430
F -1.190 -9.046 -1.455
F 0.691 -7.154 -2.095
F 1.509 -9.163 -2.002
O 1.218 -6.894 -4.743
C 0.016 -6.638 -5.446
C -0.836 -5.539 -4.797
F -1.129 -5.821 -3.507
F -2.020 -5.392 -5.444
F -0.656 -7.796 -5.614
F 0.387 -6.242 -6.688
H 2.417 -8.297 -3.963
H 1.072 -8.990 -4.806
H -0.687 -9.997 -3.121
H -0.315 -4.580 -4.818
C -1.163 5.564 6.545
C -0.735 6.737 5.642
C 0.068 6.363 4.399
F 1.222 5.730 4.691
F 0.416 7.476 3.701
F -0.080 7.654 6.394
F -1.882 7.354 5.222
O -0.334 5.281 7.682
C 0.814 4.486 7.451
C 2.127 5.252 7.664
F 2.196 6.362 6.897
F 3.196 4.482 7.339
F 0.725 3.921 6.227
F 0.744 3.463 8.337
H -2.123 5.853 6.984
H -1.384 4.658 5.972
H -0.511 5.725 3.727
H 2.231 5.561 8.708
```

As for the frontier orbital gap: 10.0 eV. The total charge is +1. For the strongest force on any atom, the calculation gives 7.31 eV Å⁻¹.

In the Mulliken picture, each atom carries the following charge in e:
1 C -0.09
2 C -0.95
3 C 0.52
4 C -0.77
5 C -0.28
6 C -0.80
7 N 0.04
8 O -0.15
9 C -0.30
10 C -1.02
11 H 0.37
12 H 0.46
13 H 0.38
14 H 0.30
15 H 0.24
16 H 0.22
17 H 0.37
18 H 0.45
19 H 0.53
20 H 0.29
21 H 0.32
22 H 0.34
23 H 0.30
24 H 0.29
25 C -0.75
26 C 0.90
27 C 0.09
28 F -0.18
29 F -0.28
30 F -0.26
31 F -0.33
32 O -0.44
33 C 0.81
34 C 0.21
35 F -0.17
36 F -0.23
37 F -0.29
38 F -0.29
39 H 0.41
40 H 0.33
41 H 0.29
42 H 0.24
43 C -0.74
44 C 0.90
45 C 0.06
46 F -0.20
47 F -0.28
48 F -0.25
49 F -0.33
50 O -0.34
51 C 0.75
52 C 0.97
53 F -0.25
54 F -0.30
55 F -0.29
56 F -0.29
57 H 0.42
58 H 0.32
59 H 0.29
60 H -0.47
61 C -0.70
62 C 0.78
63 C 0.73
64 F -0.22
65 F -0.29
66 F -0.27
67 F -0.32
68 O -0.40
69 C 0.76
70 C 0.21
71 F -0.20
72 F -0.25
73 F -0.28
74 F -0.30
75 H 0.44
76 H 0.31
77 H -0.33
78 H 0.26

=====

2.
Molecular formula: C7H8N2O2
Method: DFT, wB97M-V/def2-TZVPD

```
19
C7H8N2O2 (wB97M-V/def2-TZVPD)
C 3.747 -0.628 0.240
C 1.620 0.322 0.000
C 0.163 0.044 -0.127
C -0.571 1.176 0.075
C -1.949 1.046 0.036
C -2.533 -0.201 -0.084
C -0.520 -1.328 -0.183
H 3.958 0.800 0.522
H 3.993 -1.603 1.192
H 4.061 -0.872 -1.120
H -0.109 2.118 0.225
H -2.332 2.034 -0.106
H -4.331 -0.084 -0.737
H -4.140 0.509 0.836
H 0.168 -2.295 -0.492
N -3.918 -0.285 0.192
N -1.823 -1.326 -0.164
O 2.321 -0.760 0.032
O 2.196 1.332 -0.337
```

As for the frontier orbital gap: 9.5 eV. The energy relative to the best compared isomer or geometry (same formula, charge and spin) comes out at 574.20 kJ/mol. For the strongest force on any atom, the calculation gives 5.04 eV Å⁻¹.

In the Mulliken picture, each atom carries the following charge in e:
1 C -0.65
2 C 0.57
3 C 0.35
4 C -0.45
5 C -0.54
6 C 0.45
7 C -0.15
8 H 0.31
9 H 0.22
10 H 0.22
11 H 0.44
12 H 0.34
13 H 0.31
14 H 0.31
15 H 0.27
16 N -0.62
17 N -0.51
18 O -0.23
19 O -0.62

=====

3.
Molecular formula: CH6N3
Method: DFT, wB97M-V/def2-TZVPD

```
10
CH6N3 (wB97M-V/def2-TZVPD)
C 1.987 -0.062 0.066
N 0.711 0.150 0.230
N -0.279 -0.086 -0.699
N -1.650 -0.022 -0.238
H 2.270 -0.159 -0.967
H 2.651 0.251 0.798
H 0.369 0.161 1.230
H -1.939 -1.025 0.063
H -2.372 0.165 -0.974
H -1.751 0.628 0.491
```

As for the frontier orbital gap: 9.3 eV. The total charge is +1. The energy relative to the best compared isomer or geometry (same formula, charge and spin) comes out at 493.17 kJ/mol. For the strongest force on any atom, the calculation gives 3.64 eV Å⁻¹.

In the Mulliken picture, each atom carries the following charge in e:
1 C -0.28
2 N 0.18
3 N -0.64
4 N -0.25
5 H 0.29
6 H 0.30
7 H 0.30
8 H 0.39
9 H 0.37
10 H 0.34

=====

4.
Molecular formula: CH3NOS
Method: DFT, wB97M-V/def2-TZVPD

```
7
CH3NOS (wB97M-V/def2-TZVPD)
O -0.419 -0.263 -1.450
N -0.464 -0.460 -0.090
C 0.347 0.104 0.759
S 1.462 1.217 0.254
H 0.211 0.481 -1.485
H -1.267 -0.985 0.217
H 0.131 -0.095 1.794
```

As for the frontier orbital gap: 9.7 eV. The energy relative to the best compared isomer or geometry (same formula, charge and spin) comes out at 211.12 kJ/mol. For the strongest force on any atom, the calculation gives 1.59 eV Å⁻¹.

In the Mulliken picture, each atom carries the following charge in e:
1 O -0.31
2 N -0.08
3 C 0.02
4 S -0.46
5 H 0.28
6 H 0.25
7 H 0.30

=====

5.
Molecular formula: C3H12BrN6O3
Method: DFT, wB97M-V/def2-TZVPD

```
25
C3H12BrN6O3 (wB97M-V/def2-TZVPD)
Br -24.665 -14.974 9.072
C -19.224 -17.317 9.857
O -18.176 -17.836 10.105
N -20.201 -18.027 9.384
N -19.411 -16.036 10.067
H -19.846 -18.955 9.200
H -21.109 -17.626 9.198
H -18.615 -15.486 10.356
H -20.257 -15.609 9.719
C -21.539 -14.307 4.438
O -20.698 -14.023 3.669
N -22.605 -13.545 4.668
N -21.577 -15.434 5.096
H -23.354 -13.796 5.298
H -22.706 -12.662 4.188
H -20.845 -16.086 4.851
H -22.388 -15.536 5.689
C -25.848 -10.539 12.279
O -25.741 -9.531 12.914
N -25.708 -11.785 12.662
N -26.088 -10.600 11.029
H -25.316 -12.450 12.010
H -25.569 -11.945 13.650
H -25.879 -9.750 10.526
H -26.068 -11.463 10.505
```

As for the frontier orbital gap: 7.6 eV. The total charge is -1. The energy relative to the best compared isomer or geometry (same formula, charge and spin) comes out at 250.89 kJ/mol. For the strongest force on any atom, the calculation gives 7.18 eV Å⁻¹.

In the Mulliken picture, each atom carries the following charge in e:
1 Br -0.96
2 C 0.66
3 O -0.69
4 N -0.41
5 N -0.40
6 H 0.22
7 H 0.21
8 H 0.21
9 H 0.19
10 C 0.63
11 O -0.64
12 N -0.38
13 N -0.39
14 H 0.17
15 H 0.19
16 H 0.21
17 H 0.19
18 C 0.61
19 O -0.65
20 N -0.43
21 N -0.39
22 H 0.20
23 H 0.21
24 H 0.21
25 H 0.23

=====

6.
Molecular formula: C6H9NS
Method: DFT, wB97M-V/def2-TZVPD

```
17
C6H9NS (wB97M-V/def2-TZVPD)
C 1.229 0.526 0.051
C 0.855 -0.976 -0.256
C 0.738 -1.047 1.358
C 0.246 0.387 1.131
C -1.010 0.288 0.296
C -1.891 1.312 0.378
H 1.701 0.834 -1.936
H 1.925 2.287 -0.738
H 2.342 0.388 0.421
H 1.623 -1.593 -0.650
H -0.144 -1.390 1.914
H 1.718 -1.223 1.781
H 0.214 1.115 1.925
H -2.785 1.198 -0.365
H -2.132 1.868 1.348
N 1.280 1.366 -1.085
S -0.902 -0.999 -0.866
```

As for the frontier orbital gap: 8.9 eV. The energy relative to the best compared isomer or geometry (same formula, charge and spin) comes out at 364.07 kJ/mol. For the strongest force on any atom, the calculation gives 5.79 eV Å⁻¹.

In the Mulliken picture, each atom carries the following charge in e:
1 C -0.45
2 C -0.36
3 C -1.00
4 C -0.16
5 C 0.31
6 C -0.69
7 H 0.26
8 H 0.31
9 H 0.34
10 H 0.56
11 H 0.32
12 H 0.38
13 H 0.54
14 H 0.20
15 H 0.25
16 N -0.60
17 S -0.21

=====

no.,highest occupied orbital energy (eV)
1,-13.045
2,-9.373
3,-13.452
4,-8.954
5,-4.751
6,-8.148